{
  "formula": "C3H11NO2",
  "method": "the ωB97M-V functional and the def2-TZVPD basis",
  "max_force_ev_per_a": 3.69,
  "mol_weight_da": 93.13,
  "energy_ev": -8864.148,
  "relative_energy_kj_mol": 189.40,
  "multiplicity": 2,
  "lumo_ev": [-4.7, -8.1],
  "e_homo_ev": [-14.663, -14.665],
  "charge": 1,
  "elements": ["C", "C", "N", "C", "H", "H", "H", "H", "H", "H", "H", "H", "H", "O", "H", "H", "O"],
  "positions_angstrom": [[-1.362474, 1.807491, -0.419556], [-1.252427, 0.522189, 0.034359], [-0.833232, 0.193390, 1.346600], [-0.299719, -1.157769, 1.571932], [-1.075190, 2.728705, 0.177347], [-1.581435, 2.177477, -1.437999], [-1.947534, -0.170354, -0.364050], [-0.431595, 0.991574, 1.953391], [-0.569533, -1.490262, 2.618345], [-0.485383, -1.810572, 0.746270], [0.832710, -1.301092, 1.604828], [1.580792, -1.043525, -0.860749], [1.044245, -1.525462, -2.122778], [1.256582, -1.888391, -1.259051], [1.049289, 0.507175, -0.170207], [1.297839, 1.361858, -1.630959], [1.694184, 0.787050, -0.873456]],
  "forces_ev_per_angstrom": [[1.1, 2.9, 0.4], [-1.2, 0.5, 3.4], [1.8, 1.6, -2.1], [1.0, -0.4, 2.1], [-0.1, -1.5, -0.2], [-0.4, -1.2, 0.5], [0.4, -1.5, -1.0], [-0.9, -1.6, -1.2], [-0.2, 0.1, -1.4], [-1.1, -0.5, -0.3], [-0.9, 1.3, 0.0], [0.2, -1.2, -0.5], [-0.1, -0.5, -0.5], [-0.1, 1.2, 0.7], [0.7, 1.2, -1.6], [0.6, -1.7, 2.4], [-1.0, 1.1, -0.7]],
  "lowdin_charge": [0.162, -0.121, 0.060, -0.043, 0.125, 0.113, 0.137, 0.210, 0.129, 0.079, 0.137, -0.004, 0.038, -0.070, 0.012, 0.126, -0.089]
}

---

{
  "formula": "ClHNO",
  "method": "the ωB97M-V functional and the def2-TZVPD basis",
  "max_force_ev_per_a": 5.21,
  "mol_weight_da": 66.47,
  "energy_ev": -16075.486,
  "relative_energy_kj_mol": 21.07,
  "lumo_ev": 3.9,
  "e_homo_ev": -4.103,
  "charge": -1,
  "elements": ["N", "O", "Cl", "H"],
  "positions_angstrom": [[-0.004730, -0.682797, -0.204276], [1.159371, -1.195592, -0.356240], [-1.132822, 1.862598, 0.035557], [-0.021819, 0.015790, 0.524959]],
  "forces_ev_per_angstrom": [[3.5, -3.4, -1.7], [-3.8, 2.1, 0.8], [-0.1, 0.4, 0.1], [0.3, 0.9, 0.9]],
  "lowdin_charge": [-0.065, -0.184, -0.616, -0.135]
}

---

{
  "formula": "C31H36BF3N6O5RuSSb",
  "method": "the ωB97M-V functional and the def2-TZVPD basis",
  "max_force_ev_per_a": 1.60,
  "mol_weight_da": 895.37,
  "energy_ev": -80694.286,
  "relative_energy_kj_mol": 177.23,
  "multiplicity": 6,
  "lumo_ev": [-0.7, -1.2],
  "e_homo_ev": [-6.970, -8.144],
  "charge": 0,
  "elements": ["Ru", "O", "C", "O", "C", "C", "C", "C", "C", "C", "N", "O", "O", "H", "H", "H", "H", "C", "N", "C", "C", "N", "N", "C", "C", "H", "H", "H", "H", "H", "H", "H", "H", "H", "H", "H", "H", "H", "F", "B", "F", "S", "Sb", "C", "C", "C", "C", "C", "C", "C", "C", "C", "C", "C", "C", "C", "C", "C", "C", "C", "C", "H", "H", "H", "H", "H", "H", "H", "H", "H", "H", "H", "H", "H", "H", "H", "F", "N", "C", "N", "O", "H", "H", "H", "H"],
  "positions_angstrom": [[-0.332768, 0.628012, 0.400535], [0.713832, -0.098388, 2.437935], [0.039532, 0.691612, 3.140935], [-0.878168, 1.404612, 2.665535], [0.355832, 0.803912, 4.607535], [-0.072168, 1.923312, 5.322535], [0.201232, 2.035412, 6.669035], [0.902432, 1.017112, 7.309335], [1.347332, -0.099588, 6.605335], [1.084032, -0.194888, 5.253935], [1.177932, 1.134612, 8.713635], [0.815332, 2.151012, 9.283735], [1.762832, 0.213012, 9.255535], [-0.621868, 2.699412, 4.811035], [-0.106568, 2.893112, 7.250135], [1.895032, -0.864588, 7.132135], [1.423332, -1.044488, 4.682835], [-4.160768, 0.750812, 0.670335], [-4.006468, 2.078212, 0.112135], [-4.499668, 3.111512, 1.000535], [-3.092568, 2.377512, -0.819765], [-2.181368, 1.496212, -1.260165], [-3.096968, 3.653012, -1.305165], [-1.914068, 4.225712, -1.916965], [-4.354868, 4.258412, -1.704965], [-5.021968, 0.761412, 1.335235], [-3.261768, 0.455312, 1.230635], [-4.341168, 0.022612, -0.113465], [-4.218868, 2.843312, 2.019435], [-5.586368, 3.182912, 0.940935], [-4.052468, 4.071912, 0.769435], [-1.549068, 1.914512, -1.940265], [-1.035768, 3.912612, -1.352765], [-1.999168, 5.310312, -1.841065], [-1.802668, 3.956012, -2.973865], [-5.184968, 3.577012, -1.527965], [-4.320868, 4.474312, -2.776565], [-4.535568, 5.194312, -1.170965], [-1.580468, -0.144788, -2.866065], [-2.407468, -0.008688, -1.740765], [-3.705068, -0.162988, -2.154165], [-1.871968, -1.201388, -0.344265], [0.648932, -1.598488, -1.880465], [1.503432, -1.163388, -3.825665], [0.744332, -1.377888, -4.962865], [1.323432, -1.219688, -6.210665], [2.646232, -0.819488, -6.316865], [3.385532, -0.555488, -5.174365], [2.815132, -0.731888, -3.924265], [2.444132, -2.289288, -0.917265], [2.772232, -1.994988, 0.393135], [3.899332, -2.579188, 0.954035], [4.667532, -3.466788, 0.218635], [4.331932, -3.750688, -1.095965], [3.216332, -3.164088, -1.661665], [0.031532, -3.666088, -2.169065], [0.265032, -4.368588, -3.338065], [-0.017968, -5.724588, -3.397065], [-0.516268, -6.379288, -2.283565], [-0.749668, -5.677988, -1.112165], [-0.477568, -4.321588, -1.058865], [-0.294868, -1.666488, -4.867165], [0.739732, -1.403288, -7.100965], [3.098232, -0.701188, -7.290165], [4.410532, -0.220188, -5.255365], [3.386232, -0.547788, -3.023465], [2.152132, -1.312288, 0.967635], [4.171732, -2.351788, 1.973735], [5.528832, -3.936688, 0.671135], [4.929832, -4.431288, -1.685665], [2.944932, -3.381388, -2.686765], [0.672632, -3.857088, -4.199365], [0.168032, -6.269488, -4.312265], [-0.725868, -7.437088, -2.328465], [-1.137368, -6.187288, -0.240765], [-0.676568, -3.760888, -0.153765], [1.404932, 0.821812, -1.120465], [1.996332, 2.387412, 1.242335], [0.926032, 3.200812, 1.250035], [0.947232, 4.242012, 2.127435], [-0.010568, 3.078212, 0.454235], [2.771832, 2.506712, 1.869635], [2.061232, 1.689912, 0.506535], [1.598532, 4.254412, 2.892335], [0.077932, 4.729112, 2.261435]],
  "forces_ev_per_angstrom": [[0.1, -0.1, 0.0], [0.2, -0.3, -0.3], [-0.2, 0.0, -0.1], [-0.1, 0.1, -0.2], [0.1, 0.1, 0.2], [0.0, -0.2, -0.2], [0.2, 0.0, 0.5], [-0.3, -0.1, -1.6], [0.0, 0.2, 0.5], [-0.2, 0.2, -0.2], [0.2, 0.1, 1.1], [0.1, -0.2, -0.1], [-0.1, 0.2, 0.0], [-0.1, 0.0, -0.1], [0.0, 0.0, -0.1], [0.0, -0.1, 0.0], [0.0, -0.1, -0.1], [0.2, -0.6, 0.1], [0.4, 0.2, -0.3], [-0.2, 0.4, 0.2], [0.0, 0.1, 0.0], [0.3, 0.4, -0.3], [0.0, -0.2, 0.1], [0.2, -0.1, 0.1], [-0.2, 0.1, 0.0], [0.0, 0.0, 0.0], [-0.3, 0.1, 0.0], [0.0, 0.0, 0.1], [0.0, 0.0, 0.0], [0.0, 0.1, 0.0], [0.0, 0.0, 0.0], [-0.3, 0.0, 0.0], [0.0, 0.1, -0.1], [0.1, 0.0, 0.0], [-0.1, 0.0, 0.0], [0.1, 0.1, 0.0], [0.0, 0.0, 0.0], [0.0, 0.0, 0.0], [0.3, 0.2, -0.1], [0.2, -0.1, -0.1], [-0.7, -0.1, 0.1], [0.6, -0.2, 0.3], [0.6, -0.3, 0.0], [-0.5, -0.2, 0.8], [-0.1, 0.0, 0.0], [0.0, 0.0, -0.2], [0.0, 0.0, 0.0], [0.1, 0.0, 0.0], [0.1, 0.0, 0.1], [-0.6, 0.3, -0.2], [-0.1, 0.2, 0.0], [0.0, 0.0, 0.1], [0.1, 0.0, 0.0], [0.1, -0.1, -0.1], [0.1, 0.0, -0.1], [0.1, 0.7, -0.1], [0.0, 0.0, -0.1], [0.1, -0.1, -0.1], [0.0, -0.1, -0.1], [0.0, 0.0, 0.1], [-0.1, 0.1, 0.1], [0.0, 0.0, -0.1], [0.0, 0.0, -0.1], [0.0, 0.0, -0.1], [0.0, 0.0, 0.0], [0.1, 0.0, 0.0], [0.1, -0.1, 0.0], [0.0, 0.0, 0.1], [0.1, 0.0, 0.0], [0.1, -0.1, 0.0], [0.1, -0.1, 0.0], [0.0, -0.1, -0.1], [0.0, -0.1, 0.0], [0.0, -0.1, 0.0], [0.0, 0.0, 0.0], [0.0, -0.1, 0.1], [-0.7, -0.1, 0.8], [0.1, -0.1, 0.0], [0.6, 0.6, 0.0], [0.0, 0.1, 0.2], [-0.4, -0.6, -0.3], [-0.1, 0.0, 0.0], [0.1, 0.0, -0.3], [0.0, 0.0, 0.0], [0.0, -0.1, 0.0]],
  "lowdin_charge": [1.148, -0.098, -0.653, -0.081, -0.114, -0.007, 0.011, -0.154, 0.019, 0.006, -0.356, 0.073, 0.079, 0.113, 0.118, 0.119, 0.120, -0.057, -0.100, -0.034, -0.300, 0.151, -0.153, -0.036, -0.046, 0.101, 0.056, 0.066, 0.102, 0.100, 0.086, 0.116, 0.069, 0.099, 0.103, 0.097, 0.098, 0.092, 0.000, -1.392, 0.098, 0.549, 1.599, -0.336, -0.144, -0.086, -0.090, -0.082, -0.123, -0.348, -0.112, -0.086, -0.092, -0.082, -0.137, -0.347, -0.127, -0.088, -0.094, -0.084, -0.152, 0.103, 0.102, 0.099, 0.103, 0.102, 0.067, 0.100, 0.099, 0.103, 0.095, 0.083, 0.101, 0.099, 0.102, 0.062, -0.607, 0.179, -0.681, 0.177, -0.074, 0.118, 0.061, 0.101, 0.109]
}

---

{
  "formula": "C4H6S2",
  "method": "the ωB97M-V functional and the def2-TZVPD basis",
  "max_force_ev_per_a": 4.15,
  "mol_weight_da": 118.23,
  "energy_ev": -25912.244,
  "relative_energy_kj_mol": 294.00,
  "lumo_ev": -0.9,
  "e_homo_ev": -8.813,
  "charge": 0,
  "elements": ["C", "C", "S", "C", "C", "S", "H", "H", "H", "H", "H", "H"],
  "positions_angstrom": [[2.852871, 1.296551, -0.158382], [2.244196, 0.206959, 0.446276], [1.307266, -1.032668, -0.346361], [-0.511980, -0.643292, 0.531991], [-1.292944, 0.475301, -0.077596], [-2.943771, 0.316391, -0.073134], [2.891817, 1.668521, -1.241901], [3.315271, 2.312393, 0.506703], [2.277546, 0.152435, 1.576697], [-1.062588, -1.452247, 0.124629], [-0.152713, -0.739314, 1.560983], [-0.838120, 1.505528, -0.268924]],
  "forces_ev_per_angstrom": [[0.0, 2.3, 1.6], [1.3, 3.0, 0.2], [-1.8, 0.4, 0.2], [2.7, -0.3, -2.2], [-1.0, 1.9, 1.6], [1.8, 0.3, -0.5], [-0.4, -1.5, 1.5], [-1.2, -3.7, -1.5], [0.1, 0.1, -1.4], [-0.2, -1.5, 0.6], [-0.9, 0.6, -0.1], [-0.4, -1.6, 0.0]],
  "lowdin_charge": [-0.104, -0.640, 0.766, -0.424, -0.681, 0.670, 0.057, 0.124, 0.069, 0.014, 0.073, 0.077]
}

---

Question: What is the formula in the second record?
Answer: ClHNO